Below is a single C4H7N3O molecule, with properties calculated with wB97M-V/def2-TZVPD.

Each line ends with the natural charge from an NBO analysis.
Geometry (Å):
C -1.367 1.414 -0.280  -0.584
C -1.067 0.033 0.268  -0.182
C -1.944 -1.050 -0.098  0.277
N -2.643 -1.880 -0.556  -0.306
N 0.221 -0.329 -0.273  -0.515
C 1.108 -0.626 0.595  0.256
N 2.422 -0.814 0.283  -0.309
O 2.738 -0.338 -1.017  -0.561
H -2.420 1.702 0.018  0.220
H -1.291 1.332 -1.424  0.229
H -0.619 2.127 0.095  0.224
H -1.057 0.170 1.371  0.206
H 0.862 -0.782 1.657  0.163
H 3.114 -0.419 0.929  0.387
H 1.944 -0.540 -1.570  0.496

The energy relative to the best compared isomer or geometry (same formula, charge and spin) is 305.3 kJ/mol. As for the SMILES: C[C@@H](C#N)/N=C/NO. The value obtained for the electronic energy is -10776.5828 eV. The value obtained for the HOMO energy is -9.5 eV. The LUMO energy comes out at 0.69 eV. The calculation puts the HOMO-LUMO gap at 10.166 eV.

***

Below is 2 unconnected molecules or ions with the total composition C6H10, with properties calculated with wB97M-V/def2-TZVPD.

Each line ends with the natural charge from an NBO analysis.
Geometry (Å):
C -1.883 -0.355 0.721  -0.441
C -1.420 -0.158 -0.511  -0.143
C -0.632 1.034 -0.972  -0.444
C 0.760 0.581 -1.427  -0.605
H -1.763 0.395 1.503  0.195
H -2.345 -1.295 1.012  0.203
H -1.519 -0.959 -1.247  0.193
H -0.548 1.766 -0.161  0.204
H -1.150 1.537 -1.802  0.211
H 1.236 -0.038 -0.656  0.221
H 1.423 1.430 -1.614  0.211
H 0.696 -0.012 -2.347  0.201
C 2.383 -0.944 1.938  -0.233
C 1.188 -1.032 1.840  -0.250
H 3.443 -0.868 2.029  0.233
H 0.131 -1.083 1.693  0.243

The energy relative to the best compared isomer or geometry (same formula, charge and spin) is 258.5 kJ/mol. As for the SMILES: C=CCC.C#C. The value obtained for the electronic energy is -6381.1800 eV. The value obtained for the HOMO energy is -9.8 eV. The LUMO energy comes out at 1.19 eV. The calculation puts the HOMO-LUMO gap at 10.983 eV.

***

Below is a gas-phase ion, C2H6N5 (charge +1), with properties calculated with wB97M-V/def2-TZVPD.

Each line ends with the natural charge from an NBO analysis.
Geometry (Å):
C -2.406 0.330 0.012  -0.417
N -1.061 -0.256 -0.043  0.045
N -0.644 -1.448 0.029  0.071
N 0.616 -1.469 0.044  0.007
N 1.003 -0.166 0.005  0.066
C 2.364 0.194 0.014  -0.465
N 0.036 0.641 -0.117  0.072
H -3.044 -0.083 0.824  0.270
H -2.098 1.454 0.091  0.274
H -2.856 -0.068 -0.789  0.240
H 2.678 -0.097 1.079  0.280
H 2.885 -0.268 -0.956  0.287
H 2.527 1.235 -0.192  0.270

The energy relative to the best compared isomer or geometry (same formula, charge and spin) is 391.5 kJ/mol. The charge is +1. As for the SMILES: Cn1nn[n+](C)n1. The value obtained for the electronic energy is -9610.9583 eV. The value obtained for the HOMO energy is -17.0 eV. The LUMO energy comes out at -5.20 eV. The calculation puts the HOMO-LUMO gap at 11.812 eV.

***

Below is a molecular structure, C4H6F2, with properties calculated with wB97M-V/def2-TZVPD.

Each line ends with the natural charge from an NBO analysis.
Geometry (Å):
C -0.120 0.926 0.375  0.169
C -1.027 -0.214 -0.039  -0.408
C 0.175 -1.101 0.064  -0.425
C 0.873 0.145 -0.199  0.160
H -0.104 0.982 1.447  0.181
H -1.945 -0.568 0.427  0.239
H -1.092 -0.031 -1.199  0.204
H 0.213 -1.894 -0.734  0.232
H 0.290 -1.420 1.122  0.224
H 0.737 0.339 -1.214  0.182
F -0.334 2.222 -0.110  -0.349
F 2.335 0.614 0.060  -0.408

The energy relative to the best compared isomer or geometry (same formula, charge and spin) is 170.8 kJ/mol. The value obtained for the electronic energy is -9677.9910 eV. The value obtained for the HOMO energy is -12.0 eV. The LUMO energy comes out at 0.91 eV. The calculation puts the HOMO-LUMO gap at 12.912 eV.

***

Below is 3 unconnected molecules or ions with the total composition C4H14O2S, with properties calculated with wB97M-V/def2-TZVPD.

Each line ends with the natural charge from an NBO analysis.
Geometry (Å):
C -2.753 0.052 -0.545  -0.616
C -1.883 0.834 0.421  -0.419
C -0.563 0.148 0.716  -0.530
S 0.666 0.549 -0.547  0.154
C 1.878 -0.798 -0.257  -0.743
H -2.884 -0.994 -0.293  0.202
H -3.738 0.528 -0.640  0.213
H -2.473 0.188 -1.601  0.210
H -2.498 0.943 1.325  0.210
H -1.823 1.882 0.112  0.211
H -0.758 -0.927 0.685  0.198
H -0.136 0.348 1.698  0.236
H 1.961 -0.789 0.831  0.210
H 1.714 -1.814 -0.598  0.240
H 2.769 -0.394 -0.730  0.220
O 1.570 2.113 2.400  -0.936
H 1.488 3.057 2.183  0.467
H 2.244 1.879 1.732  0.469
O 0.098 -3.225 -1.669  -0.925
H 0.222 -2.842 -2.548  0.465
H -0.522 -2.552 -1.378  0.464

The energy relative to the best compared isomer or geometry (same formula, charge and spin) is 66.7 kJ/mol. As for the SMILES: CCCSC.O.O. The value obtained for the electronic energy is -19304.8529 eV. The value obtained for the HOMO energy is -8.5 eV. The LUMO energy comes out at 0.64 eV. The calculation puts the HOMO-LUMO gap at 9.167 eV.

***

Below is 2 unconnected molecules or ions with the total composition C4H10NO2, with properties calculated with wB97M-V/def2-TZVPD.

Each line ends with the natural charge from an NBO analysis.
Geometry (Å):
C 1.679 1.155 -0.559  -0.102
C -0.847 0.212 0.639  0.078
C 1.578 -0.627 0.652  0.427
C -1.595 -0.852 -0.081  -0.677
N -0.525 1.350 -0.006  -0.639
O 1.924 0.583 0.533  -0.318
O 1.303 -1.484 -0.406  -0.711
H 1.378 0.515 -1.340  0.176
H 2.283 1.972 -0.839  0.210
H -0.754 0.171 1.648  0.212
H 1.508 -1.071 1.599  0.190
H -1.677 -0.552 -1.130  0.235
H -2.698 -0.782 0.301  0.270
H -1.164 -1.844 0.095  0.244
H -0.509 2.088 0.676  0.421
H -0.443 1.685 -0.904  0.442
H 1.317 -2.491 -0.190  0.541

The energy relative to the best compared isomer or geometry (same formula, charge and spin) is 570.5 kJ/mol. The charge is +1. The value obtained for the electronic energy is -9883.6750 eV. The value obtained for the HOMO energy (alpha / beta) is -12.0 / -12.0 eV. The LUMO energy (alpha / beta) comes out at -3.80 / -3.80 eV. The calculation puts the HOMO-LUMO gap (alpha / beta) at 8.210 / 8.209 eV.

***

Below is a molecular structure, C14H42BF4O7RbS7, with properties calculated with wB97M-V/def2-TZVPD.

Each line ends with the Mulliken charge.
Geometry (Å):
Rb 6.270 0.484 -1.106  0.999
B 1.655 1.752 0.392  0.586
F 1.856 0.393 0.216  -0.405
F 0.265 1.935 0.297  -0.425
F 2.288 2.129 1.589  -0.417
F 2.189 2.489 -0.582  -0.343
C -1.988 2.240 8.821  -0.936
S -2.937 1.398 7.537  0.499
O -3.922 2.316 6.888  -0.596
C -1.490 1.446 6.325  -0.939
H -1.517 3.165 8.491  0.332
H -1.090 1.690 9.103  0.357
H -2.570 2.319 9.740  0.310
H -1.188 2.489 6.233  0.301
H -1.809 1.182 5.317  0.326
H -0.641 0.860 6.676  0.345
C -4.443 -4.209 1.891  -0.891
S -3.031 -4.351 3.091  0.492
O -2.699 -5.792 3.385  -0.600
C -1.734 -3.731 1.858  -0.893
H -4.639 -3.145 1.760  0.344
H -5.309 -4.615 2.414  0.309
H -4.189 -4.561 0.891  0.296
H -0.796 -3.728 2.413  0.287
H -2.007 -2.757 1.452  0.352
H -1.739 -4.425 1.017  0.305
C 5.217 6.904 -6.478  -0.922
S 4.566 5.311 -5.752  0.493
O 5.318 5.037 -4.500  -0.600
C 2.934 5.961 -5.155  -0.880
H 6.148 6.565 -6.932  0.275
H 5.270 7.688 -5.723  0.325
H 4.601 7.406 -7.224  0.368
H 2.492 6.458 -6.019  0.322
H 3.181 6.587 -4.298  0.292
H 2.372 5.126 -4.737  0.327
C 5.117 -4.248 6.203  -0.898
S 4.309 -4.959 4.708  0.464
O 2.809 -5.059 5.088  -0.588
C 4.467 -3.395 3.681  -0.914
H 4.752 -3.288 6.567  0.318
H 6.176 -4.236 5.947  0.339
H 4.891 -4.954 7.002  0.309
H 5.482 -3.100 3.414  0.335
H 4.019 -2.637 4.323  0.285
H 3.925 -3.336 2.738  0.351
C 3.642 -5.729 -4.813  -0.965
S 3.876 -3.846 -4.758  0.493
O 4.254 -3.577 -3.310  -0.595
C 5.448 -3.759 -5.749  -0.890
H 3.546 -6.098 -5.834  0.361
H 2.806 -6.020 -4.178  0.309
H 4.446 -6.343 -4.407  0.332
H 5.191 -4.107 -6.750  0.334
H 6.194 -4.475 -5.404  0.307
H 5.734 -2.726 -5.947  0.314
C -1.198 -0.171 -4.451  -0.974
S -2.997 0.248 -4.331  0.529
O -3.235 0.438 -5.830  -0.670
C -3.781 -1.323 -3.990  -0.831
H -1.123 -0.437 -5.505  0.353
H -0.740 -0.594 -3.557  0.387
H -0.817 0.840 -4.598  0.304
H -3.444 -1.624 -2.998  0.305
H -3.604 -2.035 -4.797  0.284
H -4.852 -1.125 -4.008  0.316
C -5.985 3.889 1.384  -0.867
S -6.782 4.110 -0.303  0.490
O -7.119 2.713 -0.819  -0.619
C -8.418 4.764 0.118  -0.934
H -5.271 3.069 1.460  0.332
H -6.772 3.751 2.126  0.280
H -5.501 4.828 1.655  0.330
H -9.015 4.773 -0.794  0.322
H -8.331 5.690 0.686  0.348
H -8.990 4.077 0.741  0.318

The energy relative to the best compared isomer or geometry (same formula, charge and spin) is 496.6 kJ/mol. The value obtained for the electronic energy is -117576.9397 eV. The value obtained for the HOMO energy is -8.4 eV. The LUMO energy comes out at -1.78 eV. The calculation puts the HOMO-LUMO gap at 6.573 eV.

***

Below is a single C17H16F2N2O2S molecule, with properties calculated with wB97M-V/def2-TZVPD.

Each line ends with the natural charge from an NBO analysis.
Geometry (Å):
O -1.639 -0.515 -0.588  -0.590
C -0.703 -0.517 -1.346  0.701
N -0.527 -1.461 -2.330  -0.618
C -1.388 -2.539 -2.551  0.005
C -2.777 -2.414 -2.605  0.417
F -3.337 -1.200 -2.515  -0.303
C -3.598 -3.509 -2.805  -0.285
C -3.044 -4.763 -2.988  -0.183
C -1.668 -4.923 -2.984  -0.293
C -0.872 -3.819 -2.763  0.394
F 0.474 -3.955 -2.759  -0.326
C 0.440 0.491 -1.302  -0.308
C -0.001 1.767 -0.572  -0.411
C 0.288 1.670 0.923  -0.220
N 1.715 1.570 1.144  -0.428
C 2.410 2.156 2.148  0.651
O 3.631 2.158 2.163  -0.624
C 1.640 2.781 3.243  -0.315
C 0.543 2.346 3.933  -0.228
C 0.200 3.195 5.005  -0.265
C 1.040 4.258 5.115  -0.403
S 2.281 4.234 3.932  0.498
C 2.482 0.901 0.108  -0.216
C 1.629 -0.162 -0.568  -0.409
H 0.394 -1.554 -2.735  0.411
H -4.666 -3.358 -2.830  0.235
H -3.683 -5.616 -3.147  0.223
H -1.208 -5.884 -3.141  0.235
H 0.729 0.743 -2.327  0.219
H -1.073 1.911 -0.711  0.242
H 0.519 2.633 -0.983  0.212
H -0.092 2.558 1.433  0.229
H -0.232 0.792 1.325  0.200
H 0.013 1.440 3.705  0.228
H -0.635 3.020 5.660  0.226
H 1.006 5.058 5.827  0.237
H 2.838 1.630 -0.632  0.190
H 3.361 0.459 0.584  0.242
H 1.259 -0.851 0.195  0.216
H 2.247 -0.732 -1.262  0.218

As for the SMILES: O=C(Nc1c(F)cccc1F)C1CCN(C(=O)c2cccs2)CC1. The value obtained for the electronic energy is -41234.8199 eV. The value obtained for the HOMO energy is -9.0 eV. The LUMO energy comes out at 0.59 eV. The calculation puts the HOMO-LUMO gap at 9.567 eV.

***

> Look up the electronic energy of the eighth one.

-41234.8199 eV

***

Copy entry 5 word for word.
Below is 3 unconnected molecules or ions with the total composition C4H14O2S, with properties calculated with wB97M-V/def2-TZVPD.

Each line ends with the natural charge from an NBO analysis.
Geometry (Å):
C -2.753 0.052 -0.545  -0.616
C -1.883 0.834 0.421  -0.419
C -0.563 0.148 0.716  -0.530
S 0.666 0.549 -0.547  0.154
C 1.878 -0.798 -0.257  -0.743
H -2.884 -0.994 -0.293  0.202
H -3.738 0.528 -0.640  0.213
H -2.473 0.188 -1.601  0.210
H -2.498 0.943 1.325  0.210
H -1.823 1.882 0.112  0.211
H -0.758 -0.927 0.685  0.198
H -0.136 0.348 1.698  0.236
H 1.961 -0.789 0.831  0.210
H 1.714 -1.814 -0.598  0.240
H 2.769 -0.394 -0.730  0.220
O 1.570 2.113 2.400  -0.936
H 1.488 3.057 2.183  0.467
H 2.244 1.879 1.732  0.469
O 0.098 -3.225 -1.669  -0.925
H 0.222 -2.842 -2.548  0.465
H -0.522 -2.552 -1.378  0.464

The energy relative to the best compared isomer or geometry (same formula, charge and spin) is 66.7 kJ/mol. As for the SMILES: CCCSC.O.O. The value obtained for the electronic energy is -19304.8529 eV. The value obtained for the HOMO energy is -8.5 eV. The LUMO energy comes out at 0.64 eV. The calculation puts the HOMO-LUMO gap at 9.167 eV.

***

> The highest electronic energy belongs to which entry?

C6H10

***

> Among the records above, which one has the highest electronic energy?

C6H10